[1]
C5H12OS in the gas phase at a distorted geometry. Source: the OMol25 dataset; level of theory: ωB97M-V/def2-TZVPD.

## Properties
Spin multiplicity: 1
SMILES string: C[C@H](O)CCCS
Charge: 0

Bonds (Å) are listed after each position.
Element x y z (Å)
1 C -1.030 1.412 -0.601  C2 1.518, H6 1.083, H7 1.108, H8 1.064
2 C 0.449 1.119 -0.419  C1 1.518, C3 1.486, H9 1.130, O18 1.447
3 C 0.803 0.516 0.892  C2 1.486, C4 1.540, H11 1.059, H12 1.062
4 C -0.089 -0.688 1.249  C3 1.540, C5 1.538, H13 1.097, H14 1.093
5 C 0.142 -1.988 0.461  C4 1.538, H15 1.071, H16 1.115, S19 1.827
6 H -1.331 2.049 0.222  C1 1.083
7 H -1.657 0.503 -0.517  C1 1.108
8 H -1.210 1.821 -1.566  C1 1.064
9 H 0.980 2.116 -0.388  C2 1.130
10 H 0.608 0.763 -2.372  O18 0.997
11 H 1.834 0.281 0.938  C3 1.059
12 H 0.672 1.290 1.606  C3 1.062
13 H -1.151 -0.443 1.125  C4 1.097
14 H 0.086 -0.881 2.311  C4 1.093
15 H 1.172 -2.063 0.177  C5 1.071
16 H 0.006 -2.911 1.072  C5 1.115
17 H -0.453 -1.035 -1.612  S19 1.429
18 O 1.034 0.415 -1.540  C2 1.447, H10 0.997
19 S -0.865 -2.276 -1.036  C5 1.827, H17 1.429


[2]
C5H12OS in the gas phase at a distorted geometry. Source: the OMol25 dataset; level of theory: ωB97M-V/def2-TZVPD.

## Properties
Spin multiplicity: 1
SMILES string: C[C@H](O)CCCS
Charge: 0

Bonds (Å) are listed after each position.
Element x y z (Å)
1 C 0.118 1.959 0.212  C2 1.520, H6 1.070, H7 1.094, H8 1.125
2 C 0.074 0.905 -0.882  C1 1.520, C3 1.503, H9 1.093, O18 1.435
3 C 0.998 -0.272 -0.730  C2 1.503, C4 1.511, H11 1.071, H12 1.076
4 C 0.816 -1.096 0.524  C3 1.511, C5 1.541, H13 1.070, H14 1.123
5 C -0.457 -1.942 0.721  C4 1.541, H15 1.090, H16 1.108, S19 1.813
6 H 1.127 2.284 0.357  C1 1.070
7 H -0.307 1.599 1.154  C1 1.094
8 H -0.522 2.816 -0.136  C1 1.125
9 H 0.417 1.403 -1.793  C2 1.093
10 H -1.735 1.276 -1.503  O18 0.980
11 H 0.871 -0.913 -1.578  C3 1.071
12 H 2.008 0.100 -0.728  C3 1.076
13 H 0.955 -0.481 1.388  C4 1.070
14 H 1.636 -1.862 0.468  C4 1.123
15 H -0.808 -2.366 -0.220  C5 1.090
16 H -0.193 -2.771 1.407  C5 1.108
17 H -1.960 -0.049 0.805  S19 1.355
18 O -1.281 0.498 -1.119  C2 1.435, H10 0.980
19 S -1.757 -1.087 1.652  C5 1.813, H17 1.355


[3]
2 unconnected molecules or ions with the total composition C5H12OSi at a distorted geometry. Source: the OMol25 dataset; level of theory: ωB97M-V/def2-TZVPD.

## Properties
Spin multiplicity: 1
SMILES string: C=[Si](C)C.CC=O
Charge: 0

Bonds (Å) are listed after each position.
Element x y z (Å)
1 C -1.764 -3.178 -0.864  C2 1.534, O6 1.197, H15 1.106
2 C -2.349 -2.072 0.023  C1 1.534, H8 1.031, H9 1.032, H10 1.137
3 C 0.076 1.955 -0.947  Si7 1.969, H11 1.066, H12 1.163, H13 1.069
4 C 0.788 0.160 1.664  Si7 1.768, H14 1.080, H16 1.120
5 C 2.874 2.115 0.277  Si7 1.831, H17 1.060, H18 1.131, H19 1.093
6 O -1.522 -2.980 -2.019  C1 1.197
7 Si 1.357 1.090 0.272  C3 1.969, C4 1.768, C5 1.831
8 H -2.287 -1.085 -0.268  C2 1.031
9 H -3.295 -2.447 -0.145  C2 1.032
10 H -1.881 -2.100 1.060  C2 1.137
11 H 0.280 2.751 -1.627  C3 1.066
12 H -0.484 1.079 -1.469  C3 1.163
13 H -0.556 2.440 -0.233  C3 1.069
14 H 1.329 -0.715 1.995  C4 1.080
15 H -1.695 -4.171 -0.381  C1 1.106
16 H -0.296 -0.077 1.818  C4 1.120
17 H 3.867 1.747 0.301  C5 1.060
18 H 2.754 2.764 -0.642  C5 1.131
19 H 2.802 2.722 1.183  C5 1.093


[4]
C5H12S in the gas phase at a distorted geometry. Source: the OMol25 dataset; level of theory: ωB97M-V/def2-TZVPD.

## Properties
Spin multiplicity: 1
SMILES string: CCCCSC
Charge: 0

Bonds (Å) are listed after each position.
Element x y z (Å)
1 C 2.536 0.251 -0.348  C2 1.542, H7 1.090, H8 1.082, H9 1.093
2 C 1.297 -0.481 0.204  C1 1.542, C3 1.514, H10 1.084, H11 1.089
3 C 0.222 0.430 0.761  C2 1.514, C4 1.522, H12 1.097, H13 1.093
4 C -0.772 1.056 -0.206  C3 1.522, S5 1.812, H14 1.089, H15 1.083
5 S -1.542 -0.099 -1.371  C4 1.812, C6 1.803
6 C -2.584 -1.043 -0.241  S5 1.803, H16 1.083, H17 1.090, H18 1.086
7 H 2.631 0.143 -1.429  C1 1.090
8 H 3.422 -0.117 0.153  C1 1.082
9 H 2.458 1.325 -0.163  C1 1.093
10 H 0.834 -1.022 -0.613  C2 1.084
11 H 1.606 -1.227 0.934  C2 1.089
12 H -0.359 -0.133 1.501  C3 1.097
13 H 0.637 1.239 1.367  C3 1.093
14 H -0.301 1.796 -0.853  C4 1.089
15 H -1.554 1.524 0.378  C4 1.083
16 H -2.135 -1.940 0.165  C6 1.083
17 H -2.923 -0.388 0.562  C6 1.090
18 H -3.475 -1.313 -0.801  C6 1.086


[5]
C5H12S2 in the gas phase at a distorted geometry. Source: the OMol25 dataset; level of theory: ωB97M-V/def2-TZVPD.

## Properties
Spin multiplicity: 1
SMILES string: CCCSSCC
Charge: 0

Bonds (Å) are listed after each position.
Element x y z (Å)
1 C -1.478 1.671 1.684  C2 1.528, C3 1.554, H8 1.118, H9 1.135
2 C -2.372 0.642 0.994  C1 1.528, H10 1.144, H11 1.159, H12 1.072
3 C 0.057 1.427 1.707  C1 1.554, S4 1.884, H13 1.058, H14 1.123
4 S 0.687 1.344 -0.067  C3 1.884, S5 2.064
5 S 0.352 -0.600 -0.672  S4 2.064, C6 1.786
6 C 1.829 -1.206 -1.474  S5 1.786, C7 1.447, H15 1.112, H16 1.083
7 C 1.611 -2.284 -2.415  C6 1.447, H17 1.105, H18 1.076, H19 1.093
8 H -1.765 1.907 2.738  C1 1.118
9 H -1.734 2.726 1.354  C1 1.135
10 H -3.184 1.279 0.502  C2 1.144
11 H -2.875 -0.173 1.649  C2 1.159
12 H -1.859 -0.030 0.334  C2 1.072
13 H 0.513 2.259 2.174  C3 1.058
14 H 0.554 0.538 2.181  C3 1.123
15 H 2.444 -0.364 -1.862  C6 1.112
16 H 2.445 -1.702 -0.735  C6 1.083
17 H 1.189 -1.791 -3.309  C7 1.105
18 H 0.968 -3.070 -2.058  C7 1.076
19 H 2.618 -2.573 -2.724  C7 1.093


[6]
3 unconnected molecules or ions with the total composition C5H12S2 at a distorted geometry. Source: the OMol25 dataset; level of theory: ωB97M-V/def2-TZVPD.

## Properties
Spin multiplicity: 1
SMILES string: C=C(C)S.C=C.S
Charge: 0

Bonds (Å) are listed after each position.
Element x y z (Å)
1 C -0.876 -1.154 0.999  C5 1.509, H8 1.069, H9 1.076, H10 1.122
2 C 0.338 -0.881 -1.326  C5 1.332, H11 1.035, H13 0.994
3 C 2.628 1.566 -0.505  C4 1.323, H14 1.051, H15 1.128
4 C 3.379 1.976 0.505  C3 1.323, H16 1.054, H17 1.060
5 C 0.193 -1.268 -0.060  C1 1.509, C2 1.332, S7 1.881
6 S -6.185 0.530 -0.317  H12 1.282, H18 1.280
7 S 1.764 -2.265 0.216  C5 1.881, H19 1.291
8 H -0.679 -0.388 1.719  C1 1.069
9 H -1.879 -1.038 0.627  C1 1.076
10 H -1.090 -2.031 1.664  C1 1.122
11 H -0.420 -0.357 -1.797  C2 1.035
12 H -5.673 0.981 0.769  S6 1.282
13 H 1.205 -0.971 -1.803  C2 0.994
14 H 1.920 2.212 -0.936  C3 1.051
15 H 2.684 0.602 -1.086  C3 1.128
16 H 4.214 1.420 0.827  C4 1.054
17 H 3.300 2.930 0.959  C4 1.060
18 H -6.021 1.425 -1.217  S6 1.280
19 H 1.199 -3.289 0.761  S7 1.291


no.,energy (hartree),frontier orbital gap (Ha)
1,-671.107502,0.3474
2,-671.118822,0.3431
3,-562.318915,0.3018
4,-595.878943,0.3499
5,-994.032034,0.3239
6,-993.955565,0.3383